96
Properties=species:S:1:pos:R:3:mulliken_charge:R:1 method="wB97M-V/def2-TZVPD" homo_lumo_gap_ev=6.90 charge=-1 de_lowest_ev=0.839
Sr 1.038 -0.413 1.996 2.119
O 0.014 -1.881 -3.908 0.798
C -0.057 -3.237 -4.083 -0.289
C -0.467 -3.832 -5.262 -0.536
C -0.565 -5.217 -5.308 -0.898
C -0.262 -5.980 -4.192 -0.945
C 0.130 -5.362 -3.010 -0.658
C 0.234 -3.978 -2.934 0.074
P 0.609 -2.998 -1.427 1.074
C 1.220 -4.313 -0.307 0.701
C 2.547 -4.716 -0.184 -0.142
C 2.897 -5.703 0.725 -0.531
C 1.926 -6.307 1.512 -0.591
C 0.602 -5.908 1.402 -0.722
C 0.256 -4.905 0.508 -0.456
C 2.126 -2.126 -1.975 1.226
C 3.067 -2.662 -2.854 -0.080
C 4.169 -1.916 -3.239 -1.029
C 4.345 -0.624 -2.757 -0.836
C 3.412 -0.076 -1.893 -1.102
C 2.308 -0.827 -1.516 0.730
C 0.436 -1.001 -4.869 0.110
C 1.287 -1.335 -5.907 -0.547
C 1.685 -0.341 -6.793 -0.962
C 1.242 0.961 -6.628 -0.901
C 0.406 1.280 -5.562 -0.771
C -0.003 0.305 -4.664 -0.270
P -0.982 0.565 -3.121 1.658
C -1.551 2.286 -3.349 0.228
C -0.695 3.269 -2.846 -0.357
C -1.058 4.605 -2.869 -0.630
C -2.292 4.977 -3.388 -0.532
C -3.155 4.008 -3.878 -0.622
C -2.790 2.668 -3.858 -0.369
C -2.450 -0.455 -3.528 -0.077
C -3.047 -1.142 -2.475 -0.450
C -4.135 -1.975 -2.703 -0.640
C -4.629 -2.132 -3.989 -0.534
C -4.037 -1.453 -5.048 -0.885
C -2.953 -0.621 -4.818 0.103
H -0.712 -3.225 -6.124 0.494
H -0.884 -5.695 -6.225 0.404
H -0.336 -7.059 -4.236 0.418
H 0.358 -5.960 -2.136 0.508
H 3.318 -4.233 -0.767 0.174
H 3.936 -5.987 0.834 0.410
H 2.206 -7.071 2.227 0.351
H -0.158 -6.359 2.029 0.411
H -0.772 -4.562 0.450 0.436
H 2.932 -3.666 -3.243 0.509
H 4.895 -2.343 -3.919 0.413
H 5.211 -0.047 -3.055 0.424
H 3.540 0.928 -1.508 0.547
H 1.554 -0.384 -0.870 -0.573
H 1.639 -2.352 -6.014 0.513
H 2.352 -0.591 -7.608 0.404
H 1.551 1.734 -7.319 0.417
H 0.081 2.303 -5.421 0.444
H 0.243 2.977 -2.386 0.434
H -0.399 5.347 -2.439 0.395
H -2.588 6.018 -3.386 0.357
H -4.123 4.295 -4.270 0.369
H -3.482 1.919 -4.220 0.263
H -2.647 -1.029 -1.473 0.472
H -4.590 -2.505 -1.876 0.432
H -5.473 -2.786 -4.170 0.387
H -4.420 -1.577 -6.053 0.418
H -2.482 -0.104 -5.648 0.493
S -4.386 1.391 1.388 -0.645
Sb -2.906 2.632 0.244 0.357
S -0.804 3.050 1.681 -0.138
S -0.712 1.411 0.312 -0.135
S 0.161 4.602 0.931 -0.425
C -4.503 -2.171 2.553 -1.241
C -3.297 -1.519 3.230 -0.027
C -2.077 -1.693 2.455 0.005
N -1.113 -1.822 1.845 -0.029
H -5.387 -2.017 3.169 0.339
H -4.354 -3.242 2.418 0.384
H -4.681 -1.705 1.585 0.240
H -3.113 -1.926 4.225 0.389
H -3.447 -0.441 3.321 0.107
F 3.418 -0.203 1.541 -0.510
P 4.053 -1.671 2.079 1.378
F 3.538 -1.266 3.544 -0.346
F 4.533 -3.097 2.586 -0.365
F 4.419 -2.024 0.568 -0.377
F 5.460 -0.985 2.323 -0.354
F 2.506 -2.286 1.797 -0.565
F 1.402 1.164 3.775 -0.536
P 0.452 0.571 5.026 1.327
F -0.813 0.716 4.004 -0.351
F -0.484 -0.087 6.132 -0.389
F 1.760 0.355 5.893 -0.352
F 0.230 2.038 5.571 -0.360
F 0.684 -0.940 4.336 -0.561


86
Properties=species:S:1:pos:R:3:mulliken_spin:R:1 method="wB97M-V/def2-TZVPD" homo_lumo_gap_ev="5.53 / 6.78" charge=-1 spin_multiplicity=2 de_lowest_ev=0.000
Ti -0.092 -1.316 -2.282 0.108
N 1.662 0.022 -2.646 -0.002
C 1.138 1.180 -3.383 -0.002
C 0.027 0.720 -4.317 0.001
O -0.375 1.428 -5.210 0.000
O -0.434 -0.471 -4.004 0.001
H 2.101 0.286 -1.766 0.000
H 2.311 -0.495 -3.231 0.001
H 1.896 1.698 -3.966 0.000
H 0.707 1.887 -2.678 0.003
C -4.065 1.233 2.913 0.000
C -3.019 0.870 1.890 -0.013
C -3.374 0.512 0.598 0.122
C -2.421 0.135 -0.353 0.125
C -2.767 -0.419 -1.646 0.176
O -1.938 -1.336 -2.149 0.078
C -3.960 -0.127 -2.404 0.041
C -4.701 1.053 -2.229 0.114
C -5.828 1.304 -2.994 -0.076
C -6.245 0.393 -3.959 0.138
C -5.507 -0.770 -4.158 -0.074
C -4.380 -1.028 -3.399 0.132
C -1.059 0.186 0.009 -0.020
O -0.124 -0.037 -0.914 0.002
C -0.678 0.487 1.323 -0.033
C -1.674 0.822 2.240 0.094
C 0.744 0.376 1.790 -0.002
N 1.721 0.402 0.981 -0.014
C 3.082 0.178 1.444 0.002
C 3.852 1.475 1.665 -0.001
Te 3.658 3.007 0.181 0.000
C 1.976 3.877 1.093 0.000
C 2.131 4.724 2.191 0.000
C 1.012 5.243 2.832 0.000
C -0.262 4.931 2.372 0.001
C -0.419 4.098 1.273 0.003
C 0.697 3.567 0.637 0.006
C 0.943 0.276 3.281 0.012
C 1.229 1.423 4.013 0.002
C 1.434 1.342 5.386 0.000
C 1.355 0.114 6.030 0.000
C 1.064 -1.031 5.299 0.000
C 0.852 -0.950 3.930 -0.002
H -5.025 1.436 2.437 -0.001
H -3.774 2.122 3.476 -0.002
H -4.219 0.426 3.635 -0.002
H -4.424 0.456 0.333 0.000
H -4.367 1.792 -1.512 0.020
H -6.375 2.228 -2.850 -0.004
H -7.124 0.595 -4.558 0.014
H -5.812 -1.478 -4.919 -0.003
H -3.796 -1.923 -3.565 0.023
H -1.393 1.061 3.260 0.021
H 3.580 -0.421 0.679 0.000
H 3.127 -0.384 2.383 0.000
H 4.920 1.275 1.748 0.000
H 3.524 1.963 2.584 0.000
H 3.124 4.975 2.543 0.000
H 1.136 5.897 3.686 0.000
H -1.134 5.331 2.875 0.000
H -1.408 3.830 0.923 0.002
H 0.571 2.873 -0.185 -0.007
H 1.280 2.381 3.504 -0.001
H 1.653 2.240 5.952 0.000
H 1.518 0.048 7.098 0.000
H 1.000 -1.991 5.796 0.000
H 0.620 -1.839 3.355 0.000
Cl -1.387 -4.214 -2.845 0.002
C -1.770 -4.850 -1.247 0.000
Cl -2.666 -3.705 -0.245 0.002
H -0.831 -5.083 -0.759 0.000
H -2.405 -5.712 -1.402 0.000
O 1.332 -4.194 0.172 0.002
C 1.549 -3.471 -0.778 0.001
O 0.692 -2.549 -1.155 0.013
C 2.815 -3.532 -1.572 0.001
C 3.946 -3.977 -0.883 0.000
C 5.169 -4.101 -1.510 0.000
C 5.252 -3.798 -2.869 0.000
C 4.136 -3.373 -3.562 0.000
C 2.879 -3.220 -2.943 0.000
S 1.544 -2.688 -3.958 0.000
H 3.828 -4.228 0.164 0.000
H 6.041 -4.436 -0.961 0.000
H 6.198 -3.891 -3.390 0.000
H 4.207 -3.144 -4.618 0.000


92
Properties=species:S:1:pos:R:3:mulliken_spin:R:1 method="wB97M-V/def2-TZVPD" homo_lumo_gap_ev="6.02 / 5.96" charge=0 spin_multiplicity=6 de_lowest_ev=2.004
Mn 0.756 2.257 -0.315 4.745
C 2.168 5.057 -0.794 0.035
N 1.661 4.285 0.364 0.001
C 2.786 4.139 1.303 0.039
C 0.548 4.996 1.003 0.041
C -0.688 5.015 0.121 0.008
N -1.215 3.659 -0.114 0.051
C -2.126 3.280 0.967 0.031
C -1.942 3.619 -1.390 0.022
H 2.471 6.056 -0.456 0.005
H 1.415 5.142 -1.572 -0.001
H 3.024 4.527 -1.213 -0.008
H 3.130 5.124 1.644 0.001
H 3.600 3.625 0.789 0.000
H 2.487 3.563 2.179 -0.009
H 0.840 6.028 1.240 0.005
H 0.322 4.503 1.955 -0.023
H -0.441 5.454 -0.844 -0.009
H -1.461 5.651 0.574 0.001
H -3.011 3.929 0.978 0.005
H -1.629 3.358 1.933 -0.003
H -2.455 2.249 0.832 -0.004
H -2.753 4.359 -1.403 0.001
H -2.380 2.630 -1.524 0.000
H -1.253 3.814 -2.209 0.001
Cl 7.731 -1.815 -0.112 0.000
C 6.176 -1.196 -0.504 0.000
C 5.373 -0.640 0.489 -0.001
Cl 5.937 -0.541 2.108 0.000
C 4.104 -0.167 0.178 -0.023
Cl 3.069 0.528 1.361 0.009
C 3.677 -0.211 -1.130 0.023
O 2.457 0.213 -1.543 0.013
C 4.462 -0.751 -2.132 0.006
Cl 4.373 2.639 -1.398 0.004
C 5.700 -1.266 -1.817 0.000
Cl 6.648 -2.044 -3.032 0.000
C -6.469 -8.958 3.680 0.000
O -5.916 -7.942 4.500 0.000
C -5.251 -6.934 3.894 0.000
C -5.093 -6.812 2.518 0.000
C -4.391 -5.729 2.006 0.000
C -3.844 -4.764 2.839 -0.001
C -4.008 -4.902 4.221 0.000
C -4.700 -5.970 4.742 0.000
C -3.103 -3.612 2.326 0.001
N -2.474 -2.728 3.067 0.000
C -1.928 -1.838 2.183 0.000
C -2.232 -2.181 0.886 -0.001
N -2.988 -3.322 0.991 0.000
C -1.814 -1.419 -0.243 -0.006
C -2.125 -1.701 -1.579 0.004
C -1.681 -0.859 -2.568 -0.003
C -0.921 0.257 -2.211 0.017
N -0.604 0.532 -0.959 0.048
C -1.035 -0.276 0.026 -0.037
C -0.682 0.088 1.385 -0.013
N 0.085 1.188 1.562 0.062
C 0.392 1.542 2.798 0.035
C -0.026 0.842 3.930 -0.004
C -0.792 -0.284 3.765 0.007
C -1.136 -0.680 2.470 -0.009
H -6.933 -9.669 4.357 0.000
H -5.694 -9.464 3.100 0.000
H -7.227 -8.553 3.005 0.000
H -5.503 -7.545 1.840 0.000
H -4.275 -5.670 0.930 0.000
H -3.580 -4.154 4.874 0.000
H -4.832 -6.086 5.809 0.000
H -3.391 -3.851 0.239 0.000
H -2.719 -2.571 -1.830 0.000
H -1.909 -1.040 -3.608 0.000
H -0.563 0.956 -2.957 0.004
H 1.016 2.419 2.906 -0.007
H 0.269 1.189 4.910 0.000
H -1.137 -0.873 4.604 0.000
O 1.532 2.795 -6.682 0.001
S 2.346 3.164 -5.553 0.000
O 3.382 4.131 -5.753 0.001
N 1.401 3.565 -4.274 0.013
C 1.514 2.658 -3.346 -0.015
O 0.959 2.759 -2.207 -0.073
C 2.380 1.480 -3.681 0.011
C 2.440 0.150 -2.996 0.003
C 3.673 -0.709 -3.420 -0.001
C 4.397 -0.257 -4.664 -0.001
C 4.029 0.805 -5.375 0.001
C 2.993 1.665 -4.844 -0.001
H 1.520 -0.390 -3.238 0.000
H 3.321 -1.727 -3.625 0.000
H 5.229 -0.867 -4.982 0.000
H 4.539 1.084 -6.286 0.000


85
Properties=species:S:1:pos:R:3:mulliken_spin:R:1 method="wB97M-V/def2-TZVPD" homo_lumo_gap_ev="7.44 / 6.60" charge=0 spin_multiplicity=3 de_lowest_ev=1.255
Au -1.318 0.057 0.805 0.591
C 2.169 -1.349 -1.871 0.003
C 2.415 -1.853 -0.426 0.002
P 2.796 -0.397 0.630 -0.007
C 4.612 -0.627 0.879 0.006
C 5.127 -1.650 1.672 -0.001
C 6.497 -1.798 1.813 0.000
C 7.363 -0.930 1.162 0.000
C 6.859 0.090 0.372 0.000
C 5.486 0.240 0.230 0.004
C 2.251 -0.826 2.317 -0.008
C 1.737 -2.060 2.705 0.014
C 1.362 -2.270 4.023 -0.002
C 1.505 -1.259 4.961 0.002
C 2.027 -0.031 4.584 -0.002
C 2.393 0.184 3.268 0.011
C 0.808 -0.636 -2.082 0.027
P 0.408 0.833 -1.031 0.029
C 1.595 2.093 -1.681 0.077
C 1.679 2.319 -3.052 0.007
C 2.615 3.209 -3.556 0.004
C 3.456 3.897 -2.695 -0.001
C 3.330 3.729 -1.324 0.002
C 2.401 2.832 -0.821 0.002
C -1.079 1.464 -1.926 0.005
C -1.922 0.682 -2.707 -0.004
C -3.067 1.235 -3.266 0.004
C -3.393 2.562 -3.036 0.001
C -2.567 3.345 -2.239 0.003
C -1.425 2.795 -1.684 -0.009
H 2.188 -2.208 -2.546 0.001
H 2.979 -0.668 -2.156 -0.001
H 3.239 -2.568 -0.398 0.000
H 1.493 -2.314 -0.067 -0.003
H 4.452 -2.324 2.182 0.001
H 6.891 -2.592 2.435 0.000
H 8.432 -1.051 1.271 0.000
H 7.533 0.771 -0.131 0.000
H 5.083 1.036 -0.384 -0.001
H 1.628 -2.858 1.984 0.001
H 0.947 -3.226 4.317 0.000
H 1.206 -1.427 5.987 0.000
H 2.133 0.763 5.310 0.000
H 2.788 1.146 2.961 0.002
H 0.008 -1.348 -1.863 -0.004
H 0.725 -0.301 -3.120 0.006
H 1.015 1.797 -3.729 0.001
H 2.691 3.357 -4.625 0.000
H 4.206 4.568 -3.092 0.000
H 3.962 4.287 -0.646 0.000
H 2.300 2.693 0.248 -0.001
H -1.700 -0.362 -2.880 0.006
H -3.709 0.623 -3.886 0.000
H -4.286 2.985 -3.479 0.000
H -2.813 4.383 -2.053 0.000
H -0.783 3.397 -1.050 0.001
C -5.889 2.894 0.062 0.000
N -5.353 1.582 -0.253 0.004
C -6.055 0.667 -0.998 -0.002
C -5.540 -0.527 -1.319 0.006
C -4.180 -0.871 -0.908 -0.012
O -3.605 -1.893 -1.228 -0.003
N -3.575 0.074 -0.087 0.056
C -4.117 1.214 0.200 -0.015
O -3.535 2.095 0.973 0.006
H -6.780 3.071 -0.535 0.000
H -5.150 3.661 -0.165 0.000
H -6.147 2.966 1.119 0.000
H -7.042 0.982 -1.307 0.000
H -6.088 -1.251 -1.902 0.001
Cl -0.588 -4.151 -1.327 0.020
C -1.611 -4.057 0.049 0.169
C -2.424 -5.119 0.362 -0.100
C -3.293 -5.037 1.444 0.220
C -3.355 -3.865 2.193 -0.103
C -2.577 -2.788 1.853 0.169
Cl -2.679 -1.358 2.833 0.054
C -1.630 -2.803 0.764 0.010
N -0.823 -1.832 0.434 0.606
H -2.377 -6.019 -0.235 -0.002
H -3.915 -5.880 1.709 0.019
H -4.026 -3.787 3.037 -0.002
N -1.780 2.549 2.401 -0.014
C -2.131 1.835 1.444 0.134
H -2.460 3.211 2.774 0.007


85
Properties=species:S:1:pos:R:3:mulliken_spin:R:1 method="wB97M-V/def2-TZVPD" homo_lumo_gap_ev="6.56 / 6.21" charge=0 spin_multiplicity=2 de_lowest_ev=2.418
Re 0.068 -0.615 0.222 1.007
C -2.918 0.537 -2.771 -0.002
C -2.131 1.776 -2.479 -0.011
N -2.316 2.844 -3.224 0.000
C -1.598 3.946 -2.960 0.000
C -0.698 4.048 -1.926 -0.004
C 0.108 5.311 -1.782 0.001
O 1.513 5.082 -1.903 0.000
C -0.494 2.923 -1.093 -0.024
C 0.444 3.039 0.016 0.023
N 0.862 2.074 0.740 0.012
C 1.894 2.326 1.654 0.004
C 2.882 3.292 1.434 0.007
C 3.917 3.465 2.336 -0.001
C 4.006 2.669 3.469 0.004
C 3.056 1.684 3.692 0.000
C 2.023 1.518 2.786 -0.011
I 0.612 0.011 3.090 -0.005
C -1.190 1.752 -1.410 0.025
O -1.049 0.621 -0.772 0.104
H -3.639 0.749 -3.556 -0.001
H -2.260 -0.273 -3.098 0.000
H -3.431 0.181 -1.876 0.001
H -1.756 4.787 -3.628 0.000
H -0.230 6.028 -2.537 0.000
H -0.036 5.781 -0.806 0.000
H 1.651 4.457 -2.626 0.000
H 0.802 4.049 0.210 0.007
H 2.843 3.889 0.531 0.003
H 4.670 4.219 2.144 0.000
H 4.819 2.800 4.170 0.000
H 3.124 1.043 4.561 0.000
O -2.841 0.695 1.455 -0.003
S -3.220 -0.671 1.226 0.000
O -4.195 -0.972 0.206 -0.001
N -1.841 -1.495 0.991 0.019
C -1.841 -2.878 0.969 0.016
C -2.926 -3.734 0.970 0.015
C -2.751 -5.127 1.069 -0.009
C -1.512 -5.694 1.156 0.018
C -0.371 -4.862 1.091 -0.028
C 0.946 -5.361 1.149 0.021
C 2.002 -4.499 1.061 -0.013
C 1.754 -3.135 0.862 0.038
N 0.534 -2.627 0.791 0.008
C -0.539 -3.470 0.957 0.002
C -3.893 -1.283 2.758 0.008
C -5.120 -1.925 2.775 0.001
C -5.642 -2.370 3.983 0.000
C -4.936 -2.171 5.160 0.001
C -3.715 -1.508 5.137 -0.001
C -3.196 -1.056 3.936 -0.003
H -3.922 -3.334 0.880 0.002
H -3.633 -5.755 1.083 -0.001
H -1.383 -6.764 1.251 0.000
H 1.102 -6.426 1.266 0.001
H 3.025 -4.843 1.114 0.000
H 2.565 -2.433 0.739 -0.001
H -5.661 -2.058 1.848 0.000
H -6.601 -2.869 4.002 0.000
H -5.343 -2.521 6.099 0.000
H -3.175 -1.333 6.059 0.000
H -2.269 -0.499 3.908 0.001
C 1.655 -1.913 -2.488 0.004
C 2.411 -0.741 -1.854 0.011
C 3.873 -1.162 -1.650 -0.004
C 1.788 -0.282 -0.541 -0.260
C 2.311 0.526 -2.715 0.009
C 1.192 0.765 -3.512 -0.017
C 1.065 1.936 -4.244 0.003
C 2.055 2.907 -4.184 -0.004
C 3.165 2.695 -3.379 0.003
C 3.289 1.518 -2.655 -0.010
H 1.828 -2.824 -1.911 0.001
H 1.991 -2.090 -3.512 -0.001
H 0.577 -1.745 -2.505 0.004
H 3.915 -2.125 -1.140 0.002
H 4.425 -0.445 -1.041 -0.003
H 4.387 -1.269 -2.607 -0.001
H 2.464 0.453 -0.075 0.031
H 0.400 0.030 -3.567 0.000
H 0.183 2.093 -4.852 0.000
H 1.965 3.813 -4.771 0.000
H 3.947 3.442 -3.321 0.000
H 4.166 1.380 -2.037 -0.003